(1)
Below is a molecular structure, C12H26N6O5SV, with properties calculated with ωB97M-V/def2-TZVPD.

Structure (XYZ):
```
51
Properties=species:S:1:pos:R:3
V 0.2996 0.0945 -0.1010
N 0.8927 -1.0491 -1.8876
C 1.3923 -2.3839 -1.5375
C 2.3173 -2.2781 -0.3347
N 1.7501 -1.4321 0.7367
C 1.0432 -2.1547 1.8024
C -0.3700 -2.5310 1.3787
N -1.0620 -1.3539 0.8354
H 0.2033 -1.1078 -2.6291
H 1.6667 -0.4718 -2.2275
H 1.9406 -2.8583 -2.3583
H 0.5286 -3.0149 -1.3187
H 3.2451 -1.8026 -0.6543
H 2.5551 -3.2806 0.0398
H 2.5107 -0.9026 1.1510
H 0.9914 -1.4826 2.6615
H 1.5897 -3.0568 2.1060
H -0.9023 -2.9648 2.2294
H -0.3415 -3.2958 0.6017
H -1.5166 -0.8188 1.5691
H -1.7808 -1.5992 0.1477
C -0.4649 3.8770 0.9156
C -1.1425 2.5377 1.1545
C -2.1507 2.6068 2.2882
O -0.1451 1.5559 1.5562
C -1.8377 2.0979 -0.1535
O -2.9017 2.6364 -0.4488
O -1.2474 1.2066 -0.8564
H 0.0178 4.2225 1.8331
H -1.2140 4.6082 0.6144
H 0.2831 3.7931 0.1254
H -1.6703 2.9876 3.1909
H -2.5506 1.6143 2.5066
H -2.9820 3.2511 2.0104
H 0.7479 1.9196 1.3935
N 3.0237 2.1784 1.6451
N 3.5834 1.2851 0.7025
C 2.8991 1.1327 -0.5286
O 3.4847 0.5349 -1.4302
O 1.6972 1.5750 -0.5428
H 3.2953 3.1372 1.4511
H 3.3549 1.9205 2.5647
H 4.5837 1.3500 0.5614
S -3.8817 -0.3822 -3.6754
C -3.3440 -1.9906 -3.8793
C -2.8243 -2.4416 -2.7093
N -2.8528 -1.5514 -1.6649
C -3.3920 -0.4264 -2.0436
H -3.4287 -2.5172 -4.8143
H -2.4136 -3.4293 -2.5545
H -3.4797 0.4551 -1.4226
```

Properties
Kohn-Sham gap (spin up / spin down) in eV: 6.335 / 5.767
Expectation value of S²: 0.760
Lowest unoccupied orbital energy (spin up / spin down) in eV: 0.398 / 0.391
Spin multiplicity: 2

(2)
Below is a molecular structure, C12H26N6O6V at a distorted geometry, with properties calculated with ωB97M-V/def2-TZVPD.

Structure (XYZ):
```
51
Properties=species:S:1:pos:R:3
O -0.6054 -0.9850 -4.1646
H -0.1184 -0.7423 -4.9837
V 0.6976 0.3033 -0.6480
N 1.8529 -1.1225 -1.2446
N -0.5213 -1.5232 -0.4929
N 1.2321 2.0466 -0.2127
N -1.0741 1.2732 0.0597
O 3.0072 -0.6506 -1.5540
O 2.5569 2.3589 -0.6106
O -2.2562 0.6960 0.5004
O -1.6269 -1.7020 0.1863
C 0.1125 -2.6534 -0.9174
C 1.4274 -2.4090 -1.4006
C 0.3672 3.0659 -0.0030
C -0.9400 2.5964 0.3050
C 2.2853 -3.3819 -2.1005
H 2.0103 -3.4162 -3.1574
H 2.1711 -4.3709 -1.6687
H 3.3233 -3.0679 -2.0370
C -0.5055 -3.9942 -0.7669
H -1.3984 -4.1038 -1.4001
H -0.7660 -4.1855 0.2863
H 0.2102 -4.7658 -1.0705
C 0.8454 4.4481 0.1959
C -1.9582 3.3584 1.0686
H 1.5907 4.7076 -0.5579
H 1.3280 4.4994 1.1836
H -0.0033 5.1480 0.1501
H -2.7804 2.6872 1.3872
H -2.3287 4.1542 0.4038
H -1.4888 3.8315 1.9506
H 2.8611 1.5133 -1.0216
H -2.0914 -0.3468 0.3344
C -2.5925 -0.6579 -3.0142
H -2.6544 -1.4961 -3.6725
H -1.8967 0.1645 -2.9424
H -3.0918 -0.8099 -2.0308
O 0.3384 0.6694 -2.3965
H -0.0446 -0.6158 -3.4281
H 0.0983 1.5657 -2.6839
C 1.2427 0.3376 4.4600
N 0.1837 -0.1113 3.5423
C -1.0583 -0.7090 4.0496
C 0.4815 -0.1791 2.2849
N 1.1403 -0.2339 1.3002
H 0.8656 0.2205 5.4841
H 1.4917 1.3941 4.2545
H 2.1646 -0.2525 4.3085
H -1.9146 -0.1972 3.5738
H -1.1066 -1.7783 3.7658
H -1.0635 -0.5780 5.1458
```

Properties
Kohn-Sham gap (spin up / spin down) in eV: 5.811 / 5.563
Expectation value of S²: 3.950
Lowest unoccupied orbital energy (spin up / spin down) in eV: -0.757 / -1.084
Spin multiplicity: 4

(3)
Below is a single C12H26N8O3 molecule at a distorted geometry, with properties calculated with ωB97M-V/def2-TZVPD.

Structure (XYZ):
```
49
Properties=species:S:1:pos:R:3
C -1.7516 -0.3114 -0.2102
C -0.2877 -0.3897 -0.0300
C -2.7008 -0.0839 0.9678
C -3.8076 0.8880 0.4044
C -4.7865 0.4254 -0.8437
C -7.1022 0.6216 -0.1071
C 1.6946 -1.6851 -0.0036
C 1.9394 -0.6999 1.2744
C 2.6648 -1.0657 -0.9629
C 3.9779 -1.7119 -0.6989
C 5.1612 -0.6158 -1.0640
C 6.0717 1.6256 -0.2053
H -1.7418 -0.8782 -2.1262
H -3.5383 -1.2396 -1.5143
H -1.8166 0.6023 -0.8773
H -3.2041 -1.2573 1.0793
H -2.1003 0.2613 1.8329
H -3.3562 1.8232 0.0771
H -4.7629 1.0673 1.1531
H -5.1049 -0.5607 -0.5288
H -4.3637 0.5026 -1.9016
H -6.5937 1.1337 -1.9422
H -8.2044 2.0462 -1.1588
H -7.9665 -0.2389 1.4052
H -6.1145 -0.3257 1.5429
H -0.0290 -2.4365 -0.9728
H 1.9478 -2.6046 0.1452
H 2.5323 -1.3386 -2.1276
H 2.9471 0.0099 -0.7784
H 4.1998 -2.6254 -1.2585
H 3.9105 -1.9770 0.2967
H 4.9039 -0.1038 -2.0648
H 6.1406 -1.1648 -1.3364
H 4.4322 0.5813 0.5176
H 6.7571 0.7940 -1.7863
H 6.6319 3.4415 0.4546
H 6.3654 2.1540 1.6109
H 1.5473 -0.6532 3.0773
N -2.3239 -1.3672 -1.2061
N -6.0365 0.9900 -0.8739
N -8.2949 1.3226 -0.3395
N -7.0485 -0.2893 0.8587
N 0.2921 -1.5955 -0.4163
N 5.2991 0.3673 0.0058
N 6.7644 1.8035 -1.2868
N 6.0308 2.6393 0.7396
O 0.4956 0.5715 0.3660
O 3.0742 -0.3146 1.5214
O 1.1005 -1.0183 2.3232
```

Properties
SMILES string: [H]/N=C(/N)NCCC[C@H](NC(=O)[C@@H](N)CCCN/C(N)=N\[H])C(=O)O
Kohn-Sham gap in eV: 8.580
Lowest unoccupied orbital energy in eV: 0.205